Version P
# C56H44N8OPSTa

A structure of composition C56H44N8OPSTa (wB97M-V/def2-TZVPD, the OMol25 dataset).

XYZ file:
```
112
Properties=species:S:1:pos:R:3
Ta -0.1503 0.4170 0.3581
C -2.1577 3.7194 -5.0896
C -0.8106 3.6187 -5.4746
C 0.1241 2.9938 -4.6656
C -0.3332 2.4839 -3.4592
C 0.3771 1.7445 -2.4238
N -0.5177 1.4749 -1.3899
C -1.8041 1.9159 -1.7971
N -2.9457 1.7130 -1.2067
C -3.1429 0.9244 -0.1510
C -4.4171 0.6971 0.4811
C -5.6739 1.2424 0.2308
C -6.7206 0.7942 1.0135
C -6.5263 -0.1806 2.0107
C -5.2800 -0.7289 2.2488
C -4.2261 -0.2647 1.4692
C -2.8304 -0.6392 1.4480
N -2.3078 -1.6372 2.1512
C -1.0508 -2.0011 2.0686
N -0.0043 -1.3035 1.4957
C 1.1271 -2.1531 1.4474
N 2.2628 -1.9646 0.8212
C 2.5258 -1.0421 -0.0914
N 1.6496 -0.0622 -0.5923
C 2.2009 0.5092 -1.6944
N 1.6210 1.3680 -2.5377
C 3.5317 -0.0331 -1.8767
C 4.4970 0.2417 -2.8372
C 5.6819 -0.4666 -2.7568
C 5.8867 -1.4338 -1.7568
C 4.9138 -1.7187 -0.8144
C 3.7312 -0.9897 -0.8885
C 0.7743 -3.3918 2.1165
C 1.5127 -4.5498 2.3307
C 0.8662 -5.5989 2.9601
C -0.4792 -5.5019 3.3549
C -1.2121 -4.3504 3.1280
C -0.5551 -3.2969 2.5046
N -2.1975 0.1269 0.4932
C -1.6605 2.5835 -3.0787
C -2.6054 3.1994 -3.8869
H -2.8580 4.2147 -5.7500
H -0.5008 4.0380 -6.4227
H 1.1638 2.9061 -4.9544
H -5.8210 1.9864 -0.5415
H -7.7137 1.1969 0.8588
H -7.3737 -0.5057 2.6005
H -5.1255 -1.4817 3.0112
H 4.3284 0.9847 -3.6063
H 6.4665 -0.2804 -3.4786
H 6.8264 -1.9699 -1.7292
H 5.0655 -2.4675 -0.0474
H 2.5472 -4.6206 2.0204
H 1.4049 -6.5176 3.1527
H -0.9470 -6.3462 3.8448
H -2.2497 -4.2676 3.4246
H -3.6427 3.2682 -3.5865
C 3.8829 -0.0801 5.9915
C 4.4583 0.9392 5.2459
C 3.8830 1.3424 4.0470
C 2.7194 0.7222 3.6052
C 2.1451 -0.3110 4.3515
C 2.7240 -0.7061 5.5461
P 1.8330 1.2570 2.1388
C 2.8854 2.3507 1.1482
C 4.1777 1.9341 0.8180
C 4.9633 2.6930 -0.0357
C 4.4607 3.8679 -0.5847
C 3.1760 4.2843 -0.2668
C 2.3879 3.5327 0.5982
C 0.4486 2.2275 2.6739
C 0.3285 3.0147 3.8143
C -0.8410 3.7292 3.9929
C -1.8662 3.6510 3.0419
C -1.7513 2.8331 1.9336
C -0.5811 2.0696 1.7349
H 4.3393 -0.3892 6.9232
H 5.3578 1.4284 5.5962
H 4.3338 2.1469 3.4803
H 1.2377 -0.7979 4.0074
H 2.2745 -1.5003 6.1279
H 4.5834 1.0168 1.2332
H 5.9687 2.3674 -0.2714
H 5.0758 4.4632 -1.2474
H 2.7862 5.2069 -0.6788
H 1.3946 3.8809 0.8521
H 1.1362 3.0760 4.5350
H -0.9629 4.3572 4.8670
H -2.7715 4.2281 3.1879
H -2.5797 2.7996 1.2392
C -3.5705 -3.4922 -0.4440
C -3.1305 -3.9528 -1.8283
C -1.7259 -3.4958 -2.2066
S -1.5652 -1.7100 -2.2113
O -0.5751 -1.3674 -1.0924
C -0.6403 -1.4787 -3.7188
C -1.5207 -1.4563 -4.9630
C -2.5092 -0.2932 -5.0042
H -4.5940 -3.8036 -0.2346
H -3.5439 -2.4020 -0.3457
H -2.9267 -3.9111 0.3344
H -3.8413 -3.6210 -2.5887
H -3.1252 -5.0434 -1.8721
H -1.4249 -3.8494 -3.1938
H -0.9737 -3.8098 -1.4750
H 0.1190 -2.2642 -3.7396
H -0.1394 -0.5170 -3.5697
H -2.0378 -2.4143 -5.0730
H -0.8400 -1.3891 -5.8128
H -3.2396 -0.3322 -4.1930
H -3.0638 -0.2947 -5.9420
H -1.9847 0.6659 -4.9311
```

Net charge: +2
Kohn-Sham gap (spin up / spin down) in Ha: 0.150 / 0.148
Highest occupied orbital energy (spin up / spin down) in eV: -11.352 / -11.326

Mulliken population analysis, charges in e, atoms 1 to 99:
1. Ta 0.813
2. C -0.810
3. C -0.768
4. C -0.303
5. C 0.494
6. C -1.144
7. N 0.529
8. C -0.408
9. N -0.353
10. C -0.848
11. C 0.358
12. C -0.584
13. C -0.724
14. C -0.724
15. C -0.560
16. C 0.582
17. C -0.917
18. N -0.349
19. C 0.034
20. N 0.543
21. C -0.474
22. N -0.273
23. C -0.678
24. N 1.171
25. C -0.103
26. N -0.335
27. C 0.322
28. C -0.313
29. C -0.792
30. C -0.757
31. C -0.511
32. C 0.098
33. C 0.161
34. C -0.437
35. C -0.746
36. C -0.779
37. C -0.372
38. C 0.667
39. N 1.046
40. C 0.239
41. C 0.093
42. H 0.463
43. H 0.457
44. H 0.636
45. H 0.617
46. H 0.475
47. H 0.473
48. H 0.604
49. H 0.608
50. H 0.489
51. H 0.474
52. H 0.582
53. H 0.619
54. H 0.490
55. H 0.455
56. H 0.597
57. H 0.606
58. C -0.640
59. C -0.766
60. C -0.498
61. C 0.348
62. C -0.184
63. C -0.870
64. P 2.779
65. C 0.707
66. C -0.646
67. C -0.862
68. C -0.711
69. C -0.814
70. C -0.728
71. C -0.113
72. C -0.782
73. C -0.909
74. C -0.981
75. C -0.617
76. C 0.805
77. H 0.417
78. H 0.452
79. H 0.457
80. H 0.290
81. H 0.482
82. H 0.605
83. H 0.479
84. H 0.449
85. H 0.500
86. H 0.484
87. H 0.587
88. H 0.440
89. H 0.495
90. H 0.499
91. C -0.469
92. C -0.609
93. C -0.920
94. S 0.612
95. O -0.667
96. C -0.513
97. C -0.770
98. C -0.679
99. H 0.458

Version Q
# C56H44N8OPSTa

A structure of composition C56H44N8OPSTa (wB97M-V/def2-TZVPD, the OMol25 dataset).

XYZ file:
```
112
Properties=species:S:1:pos:R:3
Ta -0.0849 -0.4456 -0.0751
C 6.2615 -1.6397 1.6085
C 6.2743 -2.3885 0.4172
C 5.1388 -2.5477 -0.3509
C 3.9861 -1.9163 0.0983
C 2.6395 -1.9180 -0.4203
N 1.8366 -1.0736 0.3819
C 2.6295 -0.6878 1.4674
N 2.2561 -0.0401 2.5402
C 0.9989 0.2567 2.7995
C 0.5921 1.0039 3.9774
C 1.3218 1.5286 5.0324
C 0.6101 2.2069 6.0083
C -0.7835 2.3469 5.9335
C -1.5085 1.8097 4.8823
C -0.7891 1.1385 3.9064
C -1.2171 0.4370 2.7071
N -2.4688 0.3235 2.3602
C -2.8688 -0.3586 1.3023
N -2.0637 -0.8977 0.3071
C -2.9005 -1.6817 -0.5180
N -2.5208 -2.4838 -1.4710
C -1.2678 -2.7587 -1.7597
N -0.1305 -2.2528 -1.1089
C 0.9688 -2.8510 -1.7150
N 2.2433 -2.6730 -1.3917
C 0.5342 -3.7420 -2.7503
C 1.2497 -4.5740 -3.6151
C 0.5177 -5.3264 -4.5047
C -0.8937 -5.2645 -4.5371
C -1.6015 -4.4511 -3.6824
C -0.8623 -3.6800 -2.7832
C -4.2563 -1.5173 -0.0815
C -5.4514 -2.0397 -0.5736
C -6.6008 -1.7034 0.1012
C -6.5768 -0.8784 1.2481
C -5.4004 -0.3700 1.7408
C -4.2338 -0.6974 1.0501
N -0.1079 -0.1089 2.0591
C 3.9735 -1.1712 1.2756
C 5.1120 -1.0280 2.0613
H 7.1780 -1.5538 2.1831
H 7.2036 -2.8597 0.1054
H 5.1390 -3.1387 -1.2618
H 2.4040 1.4140 5.0821
H 1.1385 2.6387 6.8556
H -1.3005 2.8788 6.7262
H -2.5915 1.8954 4.8264
H 2.3361 -4.6204 -3.5778
H 1.0282 -5.9892 -5.1995
H -1.4270 -5.8812 -5.2568
H -2.6886 -4.4066 -3.7006
H -5.4656 -2.6849 -1.4490
H -7.5554 -2.0850 -0.2457
H -7.5122 -0.6552 1.7493
H -5.3671 0.2554 2.6306
H 5.0885 -0.4612 2.9901
C 1.4835 6.4894 -1.3125
C 2.1168 5.2626 -1.5138
C 1.4286 4.0860 -1.2897
C 0.0978 4.1368 -0.8561
C -0.5354 5.3660 -0.6480
C 0.1667 6.5435 -0.8775
P -0.7589 2.5945 -0.7393
C -2.4022 2.8092 -0.1096
C -3.5050 2.3566 -0.8396
C -4.7802 2.4860 -0.3017
C -4.9495 3.0654 0.9510
C -3.8506 3.5147 1.6792
C -2.5744 3.3883 1.1543
C -0.7084 1.7294 -2.2829
C -0.9610 2.3391 -3.5010
C -0.7553 1.6148 -4.6687
C -0.2874 0.3051 -4.5831
C -0.0635 -0.2955 -3.3515
C -0.2682 0.3875 -2.1356
H 2.0252 7.4107 -1.4990
H 3.1464 5.2306 -1.8518
H 1.9198 3.1293 -1.4463
H -1.5669 5.4095 -0.3263
H -0.3196 7.5012 -0.7223
H -3.3708 1.9029 -1.8170
H -5.6416 2.1357 -0.8629
H -5.9492 3.1711 1.3647
H -3.9922 3.9658 2.6576
H -1.7127 3.7275 1.7299
H -1.2892 3.3806 -3.5448
H -0.9389 2.0734 -5.6371
H -0.0966 -0.2619 -5.4919
H 0.2958 -1.3111 -3.3754
C 0.2671 5.0081 2.9331
C 1.7307 5.4555 2.9516
C 2.5083 4.9451 1.7442
S 2.6226 3.1292 1.7262
O -0.0122 1.5587 0.1743
C 4.4111 2.8809 1.5310
C 5.2919 3.3972 2.6718
C 4.9277 2.8554 4.0590
H -0.2799 5.3838 3.8028
H 0.1898 3.9071 2.9404
H -0.2377 5.3859 2.0287
H 2.2177 5.1118 3.8669
H 1.7795 6.5493 2.9585
H 3.5236 5.3439 1.7327
H 2.0215 5.2725 0.8285
H 4.7189 3.3270 0.5838
H 4.5254 1.7980 1.4215
H 5.2656 4.4893 2.6879
H 6.3280 3.1346 2.4253
H 4.0187 3.3339 4.4420
H 5.7349 3.0380 4.7817
H 4.7403 1.7706 4.0250
```

Net charge: +2
Kohn-Sham gap (spin up / spin down) in Ha: 0.161 / 0.161
Highest occupied orbital energy (spin up / spin down) in eV: -11.425 / -11.422

Mulliken population analysis, charges in e, atoms 1 to 99:
1. Ta 0.594
2. C -0.866
3. C -0.767
4. C -0.195
5. C -0.071
6. C 0.214
7. N -0.079
8. C 0.057
9. N -0.198
10. C -0.299
11. C 0.511
12. C 0.158
13. C -0.890
14. C -0.893
15. C -0.031
16. C 0.366
17. C -0.160
18. N -0.228
19. C -0.240
20. N 0.386
21. C 0.199
22. N -0.468
23. C -0.483
24. N -0.182
25. C -0.428
26. N -0.489
27. C 0.538
28. C -0.519
29. C -0.649
30. C -0.722
31. C -0.415
32. C 0.950
33. C 0.082
34. C -0.216
35. C -0.797
36. C -0.863
37. C 0.053
38. C 0.403
39. N -0.589
40. C 0.410
41. C 0.147
42. H 0.455
43. H 0.429
44. H 0.602
45. H 0.566
46. H 0.459
47. H 0.446
48. H 0.617
49. H 0.572
50. H 0.422
51. H 0.427
52. H 0.587
53. H 0.603
54. H 0.435
55. H 0.463
56. H 0.647
57. H 0.467
58. C -0.634
59. C -0.784
60. C -1.126
61. C 1.260
62. C -0.921
63. C -0.660
64. P 1.735
65. C 0.394
66. C -0.765
67. C -0.698
68. C -0.756
69. C -0.928
70. C -0.027
71. C 0.067
72. C -0.903
73. C -0.927
74. C -1.118
75. C -0.131
76. C 0.375
77. H 0.438
78. H 0.472
79. H 0.422
80. H 0.527
81. H 0.479
82. H 0.462
83. H 0.471
84. H 0.458
85. H 0.505
86. H 0.365
87. H 0.509
88. H 0.451
89. H 0.494
90. H 0.516
91. C -0.043
92. C -0.985
93. C 0.153
94. S 0.657
95. O 0.304
96. C -0.777
97. C -0.587
98. C -0.440
99. H 0.325

What should be chosen as the most stable of them? Choose version Q.

Version P
# CH10NO3

A cluster of 4 separate species, CH10NO3 in total (wB97M-V/def2-TZVPD, the OMol25 dataset).

XYZ file:
```
15
Properties=species:S:1:pos:R:3
C -0.7564 1.1557 1.3168
N 0.1549 0.6003 0.6427
H -1.7846 0.8257 1.5670
H -0.6961 2.2126 1.6404
H 1.0786 1.1235 0.5165
H 0.1747 -0.4068 0.3831
H 1.6911 -1.3394 -1.1306
H 0.4204 -2.1032 -1.7455
O 0.8219 -1.7094 -0.9618
H -3.3150 -2.0768 -0.2496
H -3.8150 -1.6890 1.0135
O -2.9472 -1.8640 0.6192
H 2.8012 1.7506 -1.9507
H 3.5296 1.8473 -0.6576
O 2.6417 1.6729 -1.0033
```

Net charge: +1
Kohn-Sham gap in Ha: 0.374
Highest occupied orbital energy in eV: -14.888

Partial atomic charges computed with the natural (NBO) method, in multiples of e:
1. C 0.138
2. N -0.587
3. H 0.248
4. H 0.219
5. H 0.468
6. H 0.484
7. H 0.493
8. H 0.507
9. O -0.978
10. H 0.472
11. H 0.472
12. O -0.943
13. H 0.494
14. H 0.489
15. O -0.975

Version Q
# CH10NO3

A cluster of 4 separate species, CH10NO3 in total (wB97M-V/def2-TZVPD, the OMol25 dataset).

XYZ file:
```
15
Properties=species:S:1:pos:R:3
C -0.6304 0.2136 -1.8444
N -1.1748 0.5926 -0.7299
H -0.8052 0.7855 -2.7626
H -0.1974 -0.7834 -2.0217
H -0.5312 1.0999 0.0642
H -2.1515 0.8248 -0.5742
H 0.4300 0.1304 4.2178
H -1.0173 0.5379 3.8817
O -0.1386 0.4286 3.5004
H 1.8969 -2.6423 -1.9631
H 1.4097 -2.7667 -3.4046
O 1.5617 -2.1264 -2.7035
H 1.0990 1.1627 0.9858
H 0.0206 1.0429 2.1215
O 0.2285 1.5001 1.2325
```

Net charge: +1
Kohn-Sham gap in Ha: 0.328
Highest occupied orbital energy in eV: -14.849

Partial atomic charges computed with the natural (NBO) method, in multiples of e:
1. C 0.271
2. N -0.797
3. H 0.179
4. H 0.244
5. H 0.481
6. H 0.448
7. H 0.515
8. H 0.504
9. O -0.950
10. H 0.482
11. H 0.488
12. O -0.960
13. H 0.491
14. H 0.525
15. O -0.920

What should be chosen as the most stable of them? Choose version P.

Version P
# C5H5NS

A structure of composition C5H5NS (wB97M-V/def2-TZVPD, the OMol25 dataset).

XYZ file:
```
12
Properties=species:S:1:pos:R:3
C 1.2135 -0.5178 0.1854
C 0.1121 -0.3752 -0.9302
C -0.1259 -0.5269 0.9501
C -0.5164 0.9505 0.6810
C -0.2568 1.1083 -0.6725
H 0.6072 -0.7137 -1.9153
H -1.6951 -1.3852 -0.3353
H -0.5000 -0.7820 1.9267
H -0.3933 1.6706 1.4446
H -0.4202 2.0798 -1.1965
N -0.7786 -1.4018 -0.1863
S 2.7535 -0.1065 0.0483
```

Kohn-Sham gap in Ha: 0.314
Highest occupied orbital energy in eV: -8.696

Partial atomic charges computed with the natural (NBO) method, in multiples of e:
1. C -0.047
2. C -0.180
3. C -0.179
4. C -0.196
5. C -0.178
6. H 0.221
7. H 0.355
8. H 0.221
9. H 0.218
10. H 0.248
11. N -0.572
12. S 0.089

Version Q
# C5H5NS

A structure of composition C5H5NS (wB97M-V/def2-TZVPD, the OMol25 dataset).

XYZ file:
```
12
Properties=species:S:1:pos:R:3
C 1.5153 -0.8301 0.1129
C 0.2254 -0.3721 -0.0942
C -0.2584 0.8834 -0.1008
C -1.5902 0.8550 -0.1562
C -1.8892 -0.6155 -0.0912
H 2.7191 1.1551 0.6021
H 1.7211 -1.8790 -0.0020
H 0.5207 1.6753 0.4585
H -2.3231 1.7316 0.0796
H -2.9465 -1.1981 -0.6828
N -0.7963 -1.3587 0.0591
S 3.1022 -0.0469 -0.1849
```

Kohn-Sham gap in Ha: 0.292
Highest occupied orbital energy in eV: -8.892

Partial atomic charges computed with the natural (NBO) method, in multiples of e:
1. C -0.194
2. C 0.000
3. C -0.226
4. C -0.276
5. C 0.051
6. H 0.150
7. H 0.224
8. H 0.221
9. H 0.239
10. H 0.209
11. N -0.430
12. S 0.032

What should be chosen as the most stable of them? Choose version Q.